Record 1
The following is a DFT calculation (wB97M-V/def2-TZVPD) of a cluster of 2 separate species, C5H10O in total.

Geometry as XYZ:
```
16
Properties=species:S:1:pos:R:3:forces:R:3
C 1.896 -0.838 -0.209 0.07 -0.04 -0.05
C 0.741 -0.334 0.658 0.04 -0.08 0.09
C 0.338 1.136 0.361 0.11 0.17 0.04
C -0.734 0.641 -0.640 -0.12 0.08 -0.13
C -0.584 -0.741 0.005 -0.18 -0.40 -0.11
O -1.241 -1.747 0.013 0.30 0.54 0.02
H 1.941 -1.932 -0.189 0.03 0.15 0.02
H 1.756 -0.529 -1.253 0.05 -0.05 0.16
H 2.856 -0.440 0.132 -0.14 -0.04 -0.01
H 0.880 -0.616 1.708 -0.07 0.01 -0.19
H -0.125 1.616 1.230 0.10 -0.08 -0.14
H 1.121 1.790 -0.031 -0.09 -0.14 0.04
H -1.717 1.111 -0.634 0.18 -0.10 -0.02
H -0.374 0.603 -1.674 -0.01 0.03 0.14
H -3.360 0.455 0.428 -0.21 -0.15 0.00
H -3.402 -0.214 0.104 -0.07 0.09 0.13
```
Positions in Å, forces in eV/Å.

The HOMO-LUMO gap comes out at 10.528 eV. As for the structure (SMILES): C[C@H]1CCC1=O.[H][H]. For the total energy, the calculation gives -271.68606 hartree. The energy relative to the best compared isomer or geometry (same formula, charge and spin) comes out at 1.8111 eV. The calculation puts the LUMO energy at 1.1 eV.


Record 2
The following is a DFT calculation (wB97M-V/def2-TZVPD) of an isolated molecule of C5H10O.

Geometry as XYZ:
```
16
Properties=species:S:1:pos:R:3:forces:R:3
C 1.889 0.164 0.024 0.11 -0.09 -0.02
C 0.410 0.517 0.099 -0.35 -0.19 0.73
C -0.423 0.022 -1.095 -0.04 -0.18 -0.02
C -1.774 -0.217 -0.448 -0.40 0.59 -0.26
O -1.557 -0.697 0.848 -0.15 -0.52 0.09
C -0.301 -0.257 1.294 0.74 -0.16 0.09
H 2.390 0.602 -0.846 -0.18 0.05 0.12
H 2.421 0.499 0.921 -0.04 -0.07 -0.11
H 1.995 -0.922 -0.057 0.07 0.09 0.06
H 0.311 1.611 0.175 -0.17 -0.30 0.19
H -0.506 0.747 -1.914 0.14 -0.10 0.21
H -0.032 -0.912 -1.512 0.14 0.07 0.14
H -2.395 -0.964 -0.954 -0.11 0.52 -0.11
H -2.242 0.776 -0.325 -0.48 -0.32 -0.51
H -0.469 0.188 2.288 0.43 0.69 -0.54
H 0.284 -1.156 1.503 0.28 -0.06 -0.04
```
Positions in Å, forces in eV/Å.

The HOMO-LUMO gap comes out at 10.442 eV. As for the structure (SMILES): C[C@H]1CCOC1. For the total energy, the calculation gives -271.72669 hartree. The energy relative to the best compared isomer or geometry (same formula, charge and spin) comes out at 0.7055 eV. The calculation puts the LUMO energy at 1.1 eV.


What is the energy relative to the best compared isomer or geometry (same formula, charge and spin) in the first record? 1.8111 eV


What is the formula in the second record? C5H10O